#1
Formula: C3H9OS
Source: the OMol25 dataset
Level of theory: ωB97M-V with the def2-TZVPD basis set

Structure (ORCA input):
```
! wB97M-V def2-TZVPD RIJCOSX def2/J DEFGRID3
* xyz 0 2
C -1.2443 0.3137 -1.4199
C 0.0729 -0.4178 -1.7248
C 1.1145 -0.2751 -0.4979
S 0.4053 -0.6784 1.1776
H -1.1579 1.4955 -1.5919
H -1.9476 -0.1130 -2.1908
H -1.7333 0.2169 -0.4356
H 0.6116 0.0571 -2.6058
H -0.2768 -1.4798 -1.8646
H 2.0367 -0.7222 -0.7329
H 1.3279 0.8630 -0.4331
H 0.9748 0.3441 4.4314
H -0.1222 0.2200 3.4424
O -0.0617 0.1762 4.4459
*
```

Kohn-Sham gap (spin up / spin down) = 10.52 / 6.98 eV
HOMO energy (spin up / spin down) = -9.69 / -9.30 eV
<S²> = 0.753
LUMO energy (spin up / spin down) = 0.83 / -2.32 eV

These are the Mulliken partial charges, in e, on atoms 1 to 5: atom 1 (C): -1.003, atom 2 (C): -0.267, atom 3 (C): -0.685, atom 4 (S): -0.122, atom 5 (H): 0.252

***

#2
Formula: C3H9OS
Source: the OMol25 dataset
Level of theory: ωB97M-V with the def2-TZVPD basis set

Structure (ORCA input):
```
! wB97M-V def2-TZVPD RIJCOSX def2/J DEFGRID3
* xyz 0 2
C -1.5226 0.3763 0.4847
C -0.2449 -0.4153 0.8137
C 0.0975 -1.4268 -0.2654
S 0.5126 -0.7130 -1.8569
H -2.3953 -0.1526 0.8627
H -1.4737 1.3813 0.9006
H -1.6021 0.5087 -0.5949
H -0.2971 -0.8829 1.7963
H 0.5869 0.2880 0.8909
H 0.9482 -2.0790 -0.0562
H -0.7646 -2.0719 -0.4579
H 1.5436 1.1209 -0.9476
H 2.3313 2.4563 -1.0170
O 2.2803 1.6100 -0.5530
*
```

Kohn-Sham gap (spin up / spin down) = 10.56 / 7.15 eV
HOMO energy (spin up / spin down) = -9.63 / -9.25 eV
<S²> = 0.753
LUMO energy (spin up / spin down) = 0.92 / -2.09 eV

These are the Mulliken partial charges, in e, on atoms 1 to 5: atom 1 (C): -1.044, atom 2 (C): -0.241, atom 3 (C): -0.693, atom 4 (S): -0.124, atom 5 (H): 0.318

***

On energetic grounds, #2 is preferred over the next structure by 1.060 eV.

***

#1
Formula: C3H9NO3S
Source: the OMol25 dataset
Level of theory: ωB97M-V with the def2-TZVPD basis set

Structure (ORCA input):
```
! wB97M-V def2-TZVPD RIJCOSX def2/J DEFGRID3
* xyz 0 1
C 0.4526 1.5526 0.6252
C 2.0202 -0.8974 0.3500
C 0.0491 0.2327 0.0957
N -1.9015 -1.0839 -1.2552
O -2.1569 -0.4868 1.2415
O -2.4312 1.1969 -0.4772
O 0.5711 -0.9618 0.4578
S -1.7667 0.0522 -0.0562
H -0.2907 1.8371 1.2639
H 1.3982 1.5882 1.1452
H 0.6048 2.3526 -0.1768
H 2.3428 -0.7289 1.3427
H 2.3805 -0.0596 -0.1822
H 2.3162 -1.7678 -0.0830
H 0.9815 0.3117 -1.5568
H -1.7419 -2.0616 -1.0124
H -2.8282 -1.0763 -1.7222
*
```

Kohn-Sham gap (spin up / spin down) = 8.98 / 8.98 eV
HOMO energy (spin up / spin down) = -8.94 / -8.94 eV
LUMO energy (spin up / spin down) = 0.04 / 0.04 eV

These are the Mulliken partial charges, in e, on atoms 1 to 5: atom 1 (C): -1.356, atom 2 (C): -0.962, atom 3 (C): 0.330, atom 4 (N): -0.540, atom 5 (O): -0.597

***

#2
Formula: C3H9NO3S
Source: the OMol25 dataset
Level of theory: ωB97M-V with the def2-TZVPD basis set

Structure (ORCA input):
```
! wB97M-V def2-TZVPD RIJCOSX def2/J DEFGRID3
* xyz 0 1
C 3.2886 0.0167 -0.4466
C -3.4786 0.2590 0.5648
C 2.3207 0.3254 0.7034
N 1.1549 0.5940 0.3738
O -0.0834 -1.7832 -0.0281
O 0.9766 -1.0302 -2.0995
O -3.8496 -0.1052 -0.7379
S 0.0174 -0.7651 -1.0339
H 4.2569 0.5326 -0.1464
H 3.6611 -1.0052 -0.2512
H 2.8084 0.2727 -1.3761
H -2.8266 -0.5397 0.9639
H -4.3123 0.4997 1.0936
H -2.7030 1.1073 0.5626
H 2.8277 0.3052 1.6679
H -4.5047 0.6168 -0.9614
H 0.4459 0.6993 1.1510
*
```

Kohn-Sham gap = 10.13 eV
HOMO energy = -9.91 eV
LUMO energy = 0.22 eV

These are the Mulliken partial charges, in e, on atoms 1 to 5: atom 1 (C): -1.028, atom 2 (C): -0.545, atom 3 (C): 0.176, atom 4 (N): -0.527, atom 5 (O): -0.450

***

On energetic grounds, #2 is preferred over the next structure by 2.648 eV.

***

#1
Formula: C5H6N4O2
Source: the OMol25 dataset
Level of theory: ωB97M-V with the def2-TZVPD basis set

Structure (ORCA input):
```
! wB97M-V def2-TZVPD RIJCOSX def2/J DEFGRID3
* xyz 0 1
C -1.5054 -0.3181 -4.5237
C -0.2668 -0.3258 -3.6511
C -0.4644 -0.0633 -2.2016
C -0.0275 0.5229 3.0800
C 0.1744 0.8521 1.7727
H -1.3566 0.4104 -5.3278
H -1.5946 -1.3102 -4.9807
H -2.4247 -0.0427 -3.9999
H -0.6638 0.6589 4.8291
H -0.2225 1.6001 1.0979
H 1.2871 -0.2870 0.3947
N -0.6316 0.2091 -1.0761
N 1.0268 -0.1173 1.3500
N 1.3443 -0.9580 2.3338
N 0.6811 -0.5802 3.3870
O 0.8345 -0.5361 -4.1121
O -0.7634 1.1720 4.0080
*
```

Kohn-Sham gap = 7.71 eV
HOMO energy = -8.74 eV
LUMO energy = -1.04 eV
structure (SMILES) = Oc1c[nH]nn1.CC(=O)C#N

These are the Mulliken partial charges, in e, on atoms 1 to 5: atom 1 (C): -0.925, atom 2 (C): 0.488, atom 3 (C): 0.315, atom 4 (C): 0.443, atom 5 (C): -0.329

***

#2
Formula: C5H6N4O2
Source: the OMol25 dataset
Level of theory: ωB97M-V with the def2-TZVPD basis set

Structure (ORCA input):
```
! wB97M-V def2-TZVPD RIJCOSX def2/J DEFGRID3
* xyz 0 1
C 2.4929 0.2105 -0.9414
C 2.1494 -0.8144 -0.1318
C 0.6890 0.8215 0.0230
C -0.5359 1.5591 0.4109
C -1.7678 -0.3094 -0.4785
N 1.5525 1.2206 -0.8496
N 1.0008 -0.4349 0.5325
N -1.7104 0.8674 0.2278
N 0.2084 -1.2490 1.2935
O -0.6053 2.6146 0.9326
O -3.0340 -0.5049 -0.9547
H 3.4488 0.3082 -1.4637
H 2.5504 -1.7468 -0.0463
H -0.4938 -0.6773 1.8741
H -2.7120 1.3800 0.3838
H -0.2761 -1.9512 0.7735
H -2.9570 -1.2940 -1.5858
*
```

Kohn-Sham gap = 9.26 eV
HOMO energy = -8.89 eV
LUMO energy = 0.37 eV

These are the Mulliken partial charges, in e, on atoms 1 to 5: atom 1 (C): -0.436, atom 2 (C): -0.278, atom 3 (C): 0.481, atom 4 (C): 0.345, atom 5 (C): -0.445

***

On energetic grounds, #1 is preferred over the next structure by 1.063 eV.

***

#1
Formula: C8H16N2
Source: the OMol25 dataset
Level of theory: ωB97M-V with the def2-TZVPD basis set

Structure (ORCA input):
```
! wB97M-V def2-TZVPD RIJCOSX def2/J DEFGRID3
* xyz 1 2
C -0.4476 -3.5336 -0.7845
C -1.4233 -1.6938 2.2028
C -1.0739 -2.7897 0.3503
C -2.4660 -3.0139 0.8025
N -0.4806 -1.9655 1.2646
N -2.6260 -2.2626 1.9315
H -1.4025 -1.0429 3.0522
H -3.3889 -2.1427 2.5782
H -3.1835 -3.6885 0.4334
H -1.1247 -4.3042 -1.2743
H 0.4052 -4.0092 -0.1689
H -0.1861 -2.8537 -1.5723
C 1.1801 2.3466 -1.0967
C -0.3517 2.6776 -0.6405
C 2.2219 3.4268 -0.7738
C 1.8039 1.2105 -0.2559
H 1.2473 2.0897 -2.1585
H -0.7165 3.5544 -1.0509
H -0.3506 2.8068 0.3896
H 1.9480 3.7910 0.2211
H 3.3963 2.9719 -0.8010
H 2.0054 4.2594 -1.4904
H 1.2054 0.3744 -0.3900
H 2.7269 0.7841 -0.5976
H 1.9091 1.2511 0.8083
H -0.8276 1.7560 -0.9791
*
```

Kohn-Sham gap (spin up / spin down) = 8.56 / 4.75 eV
HOMO energy (spin up / spin down) = -12.63 / -12.63 eV
<S²> = 0.763
LUMO energy (spin up / spin down) = -4.06 / -7.88 eV

These are the Mulliken partial charges, in e, on atoms 1 to 5: atom 1 (C): -0.861, atom 2 (C): -0.108, atom 3 (C): 0.688, atom 4 (C): -0.303, atom 5 (N): -0.436

***

#2
Formula: C8H16N2
Source: the OMol25 dataset
Level of theory: ωB97M-V with the def2-TZVPD basis set

Structure (ORCA input):
```
! wB97M-V def2-TZVPD RIJCOSX def2/J DEFGRID3
* xyz 1 2
C -0.9886 -2.4467 -1.4543
C -1.0684 -2.0732 2.0531
C -1.3487 -2.2418 -0.0584
C -2.4336 -1.4935 0.4816
N -0.5568 -2.6313 0.9701
N -2.2955 -1.4739 1.8365
H -0.5787 -2.1229 3.0089
H -2.5172 -0.5997 2.3053
H -3.3136 -1.1345 -0.0330
H -1.0353 -1.4643 -1.9422
H -1.4728 -3.2037 -2.0661
H 0.0757 -2.6670 -1.5638
C 1.8323 2.5619 -1.1227
C 0.4036 2.5663 -0.6722
C 2.5732 3.8953 -0.8711
C 2.7446 1.5290 -0.4327
H 1.9154 2.4163 -2.2067
H -0.2668 3.3857 -0.9228
H 0.4392 2.5321 0.4288
H 2.5485 4.2541 0.1680
H 3.6062 3.8658 -1.1935
H 2.2838 4.8501 -1.3533
H 2.1786 0.5759 -0.4164
H 3.6482 1.2425 -0.9593
H 2.9157 1.8792 0.5830
H -0.0871 1.6549 -1.0263
*
```

Kohn-Sham gap (spin up / spin down) = 8.86 / 5.25 eV
HOMO energy (spin up / spin down) = -13.33 / -13.33 eV
<S²> = 0.760
LUMO energy (spin up / spin down) = -4.48 / -8.09 eV

These are the Mulliken partial charges, in e, on atoms 1 to 5: atom 1 (C): -1.017, atom 2 (C): -0.134, atom 3 (C): 0.802, atom 4 (C): -0.291, atom 5 (N): -0.412

***

On energetic grounds, #2 is preferred over the next structure by 1.024 eV.

***

#1
Formula: CH4NP
Source: the OMol25 dataset
Level of theory: ωB97M-V with the def2-TZVPD basis set

Structure (ORCA input):
```
! wB97M-V def2-TZVPD RIJCOSX def2/J DEFGRID3
* xyz 0 1
C 0.3571 0.1673 0.2222
N 1.3965 0.7511 -0.0526
P -1.4014 0.2686 0.0959
H 0.0693 -1.3935 1.2727
H 2.2702 0.1440 0.0879
H -1.2269 -0.9597 -0.4857
H -1.4648 1.0223 -1.1403
*
```

Kohn-Sham gap = 8.94 eV
HOMO energy = -8.81 eV
LUMO energy = 0.13 eV

These are the Mulliken partial charges, in e, on atoms 1 to 5: atom 1 (C): 0.002, atom 2 (N): -0.413, atom 3 (P): -0.093, atom 4 (H): 0.059, atom 5 (H): 0.313

***

#2
Formula: CH4NP
Source: the OMol25 dataset
Level of theory: ωB97M-V with the def2-TZVPD basis set

Structure (ORCA input):
```
! wB97M-V def2-TZVPD RIJCOSX def2/J DEFGRID3
* xyz 0 1
C -0.2321 -0.0064 -0.5398
N 0.2551 -0.2597 0.8025
P 1.1162 0.8342 1.4923
H -0.1037 -0.8543 -1.3193
H 0.2884 0.9763 -0.8776
H -1.3145 0.2332 -0.6119
H 1.4873 -0.0956 2.4414
*
```

Kohn-Sham gap = 8.86 eV
HOMO energy = -9.12 eV
LUMO energy = -0.26 eV
structure (SMILES) = [H]/P=N/C

These are the Mulliken partial charges, in e, on atoms 1 to 5: atom 1 (C): -0.595, atom 2 (N): -0.184, atom 3 (P): 0.057, atom 4 (H): 0.216, atom 5 (H): 0.217

***

On energetic grounds, #2 is preferred over the next structure by 2.449 eV.